A structure of composition C30H26N7O6SW, computed with the ωB97M-V functional and the def2-TZVPD basis.

```
71
C30H26N7O6SW | the Open Molecules 2025 dataset | the ωB97M-V functional and the def2-TZVPD basis
W -0.51918 -1.14863 -1.48491
O -4.23904 -2.03379 -3.22531
C -3.12176 -1.49381 -2.89280
O -2.09863 -2.10327 -2.56084
C -3.01512 -0.00676 -2.97865
C -3.93462 0.84312 -3.54157
C -3.59659 2.19714 -3.62120
C -2.35539 2.60266 -3.16847
C -1.49335 1.65874 -2.62165
N -1.82924 0.38078 -2.50787
C -0.07866 1.86523 -2.16929
O 0.48017 3.03042 -2.06253
O 0.56104 0.85192 -1.93015
H -4.23762 -3.00807 -3.17884
H -4.87954 0.46867 -3.91372
H -4.28807 2.90954 -4.05186
H -2.06209 3.64142 -3.26113
H -0.09302 3.79407 -2.22475
C 3.79426 -2.43051 -1.30992
C 2.43293 -2.02305 -1.73495
N 1.43459 -1.97473 -0.92816
N 1.59774 -2.46684 0.35907
C 0.49401 -3.08355 0.82347
N 0.47113 -3.55819 2.04137
S -0.87465 -3.26268 -0.22999
C 2.04043 -1.71420 -3.11470
C 2.91471 -1.72712 -4.18155
C 2.42968 -1.54375 -5.46826
C 1.06839 -1.35826 -5.64468
C 0.25333 -1.33683 -4.52869
N 0.71375 -1.50659 -3.28609
H 3.74511 -3.34466 -0.71515
H 4.22411 -1.65108 -0.67381
H 4.46002 -2.59528 -2.14912
H 2.17074 -1.88539 0.97220
H 1.27086 -3.53652 2.66099
H -0.37399 -3.99030 2.38597
H 3.96982 -1.88599 -4.01335
H 3.10206 -1.55654 -6.31617
H 0.64416 -1.23228 -6.63087
H -0.81209 -1.18969 -4.63436
O -2.22947 -0.55028 -0.09101
C -1.38718 -0.11473 0.75563
N -1.52982 0.49213 1.91443
C -0.20416 0.84641 2.47903
C 0.72450 0.27248 1.38549
O 1.92737 0.20339 1.39892
N -0.08674 -0.28901 0.41090
C -0.08345 2.35439 2.63423
C 0.77144 3.11216 1.84181
C 0.82922 4.49215 2.00856
C 0.03120 5.11074 2.95634
C -0.82396 4.35235 3.74830
C -0.87736 2.97707 3.59386
C 0.08285 0.06112 3.76301
C 1.14189 0.44990 4.57467
C 1.45667 -0.29145 5.70281
C 0.71531 -1.42053 6.03233
C -0.34314 -1.80814 5.22652
C -0.65450 -1.07437 4.08697
H -2.40317 0.77167 2.33486
H 1.42913 2.63150 1.12756
H 1.51631 5.07816 1.41186
H 0.08644 6.18235 3.09521
H -1.43656 4.83177 4.50036
H -1.51671 2.38825 4.24436
H 1.71561 1.33558 4.33027
H 2.27455 0.02227 6.33798
H 0.94986 -1.98187 6.92701
H -0.94565 -2.66455 5.50430
H -1.50084 -1.36627 3.47573
```

Output
2S+1   3
⟨S²⟩   2.016
Net charge   +3
Largest force on an atom   1.399 eV/Å
Energy   -2458.0870 a.u.
Relative energy (zero: lowest compared OMol25 entry of this formula, charge and spin)   10.54 kcal per mole
HOMO energy (spin up / spin down)   -15.70 / -15.70 eV



A structure of composition C30H26NiOP2S4, computed with the ωB97M-V functional and the def2-TZVPD basis.

```
64
C30H26NiOP2S4 | the Open Molecules 2025 dataset | the ωB97M-V functional and the def2-TZVPD basis
Ni 0.04462 0.08354 0.04704
O 4.87724 4.67421 -0.48569
C 4.04559 3.81575 -0.33851
S 2.57018 4.03231 0.61148
C 1.84881 2.46789 0.23780
C 2.46795 1.71055 -0.59620
S 1.73305 0.21165 -1.15350
S 4.02090 2.27873 -1.22043
S 0.35124 1.95434 0.97924
C -2.22494 -2.15836 1.50593
C -3.03080 -1.26819 0.56405
P -2.12129 0.26826 0.12500
C -2.71996 0.70481 -1.51878
C -4.03868 0.45973 -1.89962
C -4.45334 0.77340 -3.17811
C -3.55760 1.33074 -4.08335
C -2.24850 1.57346 -3.70639
C -1.82646 1.25847 -2.42512
C -2.81643 1.45006 1.27222
C -3.75089 2.41136 0.92497
C -4.25735 3.24773 1.90462
C -3.84305 3.11891 3.22210
C -2.90330 2.16117 3.56452
C -2.38326 1.33235 2.58972
C -1.17408 -3.00869 0.80468
P 0.13635 -2.08385 -0.14452
C 0.02723 -2.71631 -1.81339
C -1.20913 -2.97418 -2.40047
C -1.28020 -3.31640 -3.73589
C -0.12032 -3.39703 -4.49444
C 1.10832 -3.13439 -3.91388
C 1.18758 -2.79015 -2.57672
C 1.69365 -2.75586 0.48115
C 1.99168 -4.10483 0.27089
C 3.14927 -4.64362 0.79473
C 4.00892 -3.84232 1.53512
C 3.71245 -2.50883 1.74603
C 2.55498 -1.95974 1.21805
H -2.90105 -2.84056 2.02882
H -1.74750 -1.55101 2.27947
H -3.97795 -0.98010 1.02708
H -3.27773 -1.80619 -0.35757
H -4.74637 0.03203 -1.19863
H -5.47786 0.58318 -3.47176
H -3.88425 1.57450 -5.08618
H -1.54425 2.00114 -4.40826
H -0.79571 1.42775 -2.13348
H -4.07465 2.52633 -0.10381
H -4.97735 4.00861 1.63109
H -4.24473 3.77497 3.98333
H -2.55728 2.07064 4.58625
H -1.61677 0.61710 2.84922
H -1.65004 -3.72752 0.13268
H -0.64249 -3.59864 1.55441
H -2.12860 -2.90587 -1.82602
H -2.24478 -3.51443 -4.18578
H -0.17578 -3.66278 -5.54219
H 2.01432 -3.18892 -4.50376
H 2.14673 -2.57210 -2.13012
H 1.32468 -4.72224 -0.31762
H 3.38651 -5.68576 0.62343
H 4.91692 -4.26567 1.94581
H 4.38741 -1.88158 2.31405
H 2.32945 -0.91043 1.35949
```

Output
Largest force on an atom   3.688 eV/Å
Energy   -5017.8815 a.u.
HOMO energy   -7.04 eV



A structure of composition C30H27BBrF4N5O9SiV, computed with the ωB97M-V functional and the def2-TZVPD basis.

```
79
C30H27BBrF4N5O9SiV | the Open Molecules 2025 dataset | the ωB97M-V functional and the def2-TZVPD basis
V 0.96115 0.63526 0.25354
O 1.84050 0.59150 4.22654
C 2.00899 0.68054 3.01498
O 1.00434 0.67477 2.18641
C 3.41091 0.82293 2.47667
C 4.43362 0.89001 3.43452
C 5.73281 1.04746 3.00446
C 6.08897 1.14072 1.66673
C 5.09133 1.07125 0.68373
C 3.71999 0.91541 1.11154
O 2.78216 0.85496 0.19102
N 5.49570 1.12740 -0.64871
O 6.74857 1.24373 -0.87779
O 4.66020 1.03664 -1.61794
N 6.79469 1.11446 4.00989
O 6.49072 1.04867 5.19155
O 7.94677 1.26760 3.63634
H 4.17577 0.82148 4.47776
H 7.11112 1.25265 1.35427
C 1.76765 1.53623 -2.68985
O 0.71397 0.91053 -1.90254
C -0.54252 0.88119 -2.39631
C -0.85242 0.89094 -3.73693
C -2.19173 0.86244 -4.11491
Br -2.61748 0.86617 -5.96495
C -3.20741 0.83512 -3.19518
C -2.89592 0.83098 -1.82934
C -1.56511 0.84924 -1.43581
O -1.18078 0.85206 -0.14485
C -3.91949 0.82544 -0.79818
N -3.65835 0.88126 0.48359
C -4.87701 0.84055 1.13064
C -5.16971 0.86224 2.49066
C -6.50098 0.80520 2.85900
C -7.52210 0.72736 1.90191
C -7.24377 0.70201 0.54652
C -5.90481 0.75996 0.18357
N -5.26308 0.74766 -1.03982
H 1.98641 0.90407 -3.54928
H 2.64703 1.57970 -2.04620
H 1.42535 2.52865 -2.98065
H -0.06750 0.92928 -4.47650
H -4.23333 0.82202 -3.53664
H -1.98223 0.92086 0.45338
H -4.37119 0.92037 3.21871
H -6.76525 0.82055 3.90819
H -8.55203 0.68502 2.23259
H -8.03475 0.63975 -0.19020
H -5.69469 0.72388 -1.94474
F 1.20716 4.70052 -0.73418
B 0.14135 3.91336 -0.34097
F 0.68548 2.71223 0.32379
F -0.69247 4.54386 0.56730
F -0.58753 3.46789 -1.46229
C -1.16742 -1.18795 2.40108
Si -0.58066 -2.12725 0.88724
C -2.08825 -2.35168 -0.26160
C -0.20614 -3.83811 1.61357
N 0.71633 -1.36350 0.01246
C 1.39253 -2.06715 -0.98729
C 2.55923 -1.56672 -1.59883
C 3.20554 -2.26317 -2.60676
C 2.72416 -3.48186 -3.07376
C 1.57014 -3.98892 -2.49624
C 0.91919 -3.30016 -1.48274
H -2.02192 -1.76451 2.77996
H -1.49255 -0.16032 2.25107
H -0.39527 -1.14854 3.17020
H -2.32146 -3.40962 -0.41784
H -1.89595 -1.91538 -1.24541
H -2.98112 -1.87600 0.15697
H -0.95978 -4.01715 2.38860
H 0.77483 -3.86744 2.09433
H -0.26107 -4.66678 0.90687
H 3.01963 -0.64672 -1.26023
H 4.11356 -1.82844 -3.00934
H 3.23650 -4.02048 -3.86208
H 1.15561 -4.93247 -2.83706
H 0.00534 -3.72572 -1.08823
```

Output
2S+1   4
⟨S²⟩   3.790
Net charge   -2
Largest force on an atom   0.811 eV/Å
Energy   -6342.5505 a.u.
Relative energy (zero: lowest compared OMol25 entry of this formula, charge and spin)   2.80 kcal per mole
HOMO energy (spin up / spin down)   -0.08 / -3.00 eV